# 1
A 2-piece molecular cluster, C3H2Cl2O2 overall. Source: OMol25; level of theory: ωB97M-V/def2-TZVPD.

```
! wB97M-V def2-TZVPD RIJCOSX def2/J DEFGRID3
* xyz 0 1
C 2.0792 1.5467 -0.6917
C -1.5831 -0.2282 0.4678
C -0.7279 -1.2177 0.2410
O 2.1289 1.5010 -1.8393
O 2.1576 1.6132 0.4533
Cl 0.2583 -1.3122 -1.1823
Cl -0.4191 -2.5299 1.3479
H -1.7578 0.5887 -0.2350
H -2.1361 0.0384 1.4383
*
```

Computed properties:
ΔE to the lowest compared entry with this formula, charge and spin, eV: 0.2432
Structure (SMILES): C=C(Cl)Cl.O=C=O
Kohn-Sham gap, eV: 10.45

# 2
An isolated molecule of C3H2Cl2O2. Source: OMol25; level of theory: ωB97M-V/def2-TZVPD.

```
! wB97M-V def2-TZVPD RIJCOSX def2/J DEFGRID3
* xyz 0 3
C 0.3075 1.6111 -0.2476
C 0.1100 -0.7257 -0.8251
C -0.2087 -0.3877 0.6089
O 0.6083 2.6407 -0.6997
O -0.1666 1.0344 0.8094
Cl -1.8610 -0.8911 1.1183
Cl 0.9795 -1.0873 1.7316
H -0.7258 -0.8358 -1.4927
H 0.9568 -1.3587 -1.0032
*
```

Computed properties:
ΔE to the lowest compared entry with this formula, charge and spin, eV: 0.4805
Kohn-Sham gap (alpha / beta), eV: 7.95 / 9.66

# 3
An isolated molecule of C3H2ClFN2S. Source: OMol25; level of theory: ωB97M-V/def2-TZVPD.

```
! wB97M-V def2-TZVPD RIJCOSX def2/J DEFGRID3
* xyz 0 1
C 1.4815 -0.0119 -0.1447
C 0.6395 -1.1991 -0.0692
C -0.5876 -0.6404 -0.1493
H -1.8351 1.9238 1.1678
H 0.9988 -2.2247 0.0671
N -0.4605 0.7137 -0.2248
N 0.8290 1.1054 -0.2028
F 2.8091 0.0012 -0.1186
S -1.7561 1.7817 -0.1734
Cl -2.1187 -1.4497 -0.1522
*
```

Computed properties:
ΔE to the lowest compared entry with this formula, charge and spin, eV: 1.1235
Structure (SMILES): Fc1cc(Cl)n(S)n1
Kohn-Sham gap, eV: 10.44

# 4
An isolated molecule of C3H2ClFOS. Source: OMol25; level of theory: ωB97M-V/def2-TZVPD.

```
! wB97M-V def2-TZVPD RIJCOSX def2/J DEFGRID3
* xyz 0 1
C 1.8680 0.3996 0.1139
C 0.5837 -0.1984 0.2723
C -2.2267 -0.3477 -0.1390
H 0.5127 -1.1958 0.1601
H -1.8507 -1.4329 0.2315
O -3.3644 0.2125 -0.3558
F 1.7580 1.8438 -0.1473
S -0.7909 0.8767 0.0733
Cl 3.5103 -0.1577 -0.2088
*
```

Computed properties:
ΔE to the lowest compared entry with this formula, charge and spin, eV: 2.0968
Structure (SMILES): O=CS/C=C(\F)Cl
Kohn-Sham gap, eV: 8.85

# 5
An isolated ion of composition C3H2ClN2S2 and charge -1. Source: OMol25; level of theory: ωB97M-V/def2-TZVPD.

```
! wB97M-V def2-TZVPD RIJCOSX def2/J DEFGRID3
* xyz -1 1
C -0.1845 0.9564 -0.6986
C -0.9066 0.0565 0.1388
C 0.4524 -1.7773 0.1111
N 1.1014 0.8827 -0.8927
N -0.2081 -0.9651 0.7706
S 2.2506 1.1599 0.1273
S -1.0344 1.6957 0.8719
Cl 1.1631 -3.0092 1.0804
H -0.6887 1.4137 -1.4632
H -1.9453 -0.4133 -0.0456
*
```

Computed properties:
ΔE to the lowest compared entry with this formula, charge and spin, eV: 4.1134
Kohn-Sham gap (alpha / beta), eV: 6.91 / 4.85

# 6
A 2-piece molecular cluster, C3H2ClN2S2 overall. Source: OMol25; level of theory: ωB97M-V/def2-TZVPD.

```
! wB97M-V def2-TZVPD RIJCOSX def2/J DEFGRID3
* xyz -1 3
C 1.6154 0.5104 -0.5442
C 1.1504 -0.6670 -0.5199
C -0.9515 0.8346 0.7897
N -0.2049 1.6080 1.2056
N -1.8306 -0.0018 0.2189
S 2.4657 1.7730 -0.8898
S 0.2997 -1.2919 -1.8577
Cl 0.9960 -1.5499 1.0351
H -1.1931 -0.6445 -0.3952
H -2.3471 -0.5710 0.9575
*
```

Computed properties:
ΔE to the lowest compared entry with this formula, charge and spin, eV: 0.0778
Kohn-Sham gap (alpha / beta), eV: 5.57 / 6.95

# 7
An isolated molecule of C3H2ClNOS. Source: OMol25; level of theory: ωB97M-V/def2-TZVPD.

```
! wB97M-V def2-TZVPD RIJCOSX def2/J DEFGRID3
* xyz 0 1
C 0.4454 0.6067 0.6135
C -0.7539 -0.1492 0.3928
C 0.2771 1.3703 1.6946
N -1.8199 0.2383 0.9699
O -1.9906 2.5359 2.3663
S -1.4337 1.2067 2.3741
Cl 1.7326 2.4695 2.2447
H 1.3896 0.5208 -0.0307
H -0.9040 -0.9247 -0.2865
*
```

Computed properties:
ΔE to the lowest compared entry with this formula, charge and spin, eV: 2.3383
Kohn-Sham gap, eV: 9.33

# 8
An isolated molecule of C3H2ClNOS. Source: OMol25; level of theory: ωB97M-V/def2-TZVPD.

```
! wB97M-V def2-TZVPD RIJCOSX def2/J DEFGRID3
* xyz 0 1
C -0.8057 -0.3136 -0.0019
C 0.8691 0.9510 0.0005
C 1.3157 -0.3203 0.0024
H -3.0081 0.1201 -0.0055
H 1.4226 1.8931 0.0070
N -0.5121 0.9419 -0.0027
O 0.2441 -1.1633 0.0031
S -2.3873 -1.0859 -0.0007
Cl 2.8617 -1.0229 -0.0022
*
```

Computed properties:
ΔE to the lowest compared entry with this formula, charge and spin, eV: 0.1381
Structure (SMILES): Sc1ncc(Cl)o1
Kohn-Sham gap, eV: 9.45

# 9
A 2-piece molecular cluster, C3H2ClO3 overall. Source: OMol25; level of theory: ωB97M-V/def2-TZVPD.

```
! wB97M-V def2-TZVPD RIJCOSX def2/J DEFGRID3
* xyz -1 1
C -1.9500 -0.4638 0.3349
C 0.6973 0.2201 -0.4243
C -0.7085 0.1499 -0.0644
O -1.3815 0.3800 1.2109
O -2.9722 -1.0638 0.1123
O -0.1601 1.2570 -0.7901
Cl 4.2102 -0.4722 0.4185
H 1.2387 0.3300 0.5063
H 1.0260 -0.3372 -1.3041
*
```

Computed properties:
ΔE to the lowest compared entry with this formula, charge and spin, eV: 1.8170
Kohn-Sham gap, eV: 7.04

# 10
C3H2CrFO2 as an isolated structure. Source: OMol25; level of theory: ωB97M-V/def2-TZVPD.

```
! wB97M-V def2-TZVPD RIJCOSX def2/J DEFGRID3
* xyz 0 6
C -0.5326 0.3899 0.1455
O 0.3596 -1.5104 -0.1814
C 0.9260 -0.2612 -0.0577
C -0.9051 -0.8935 0.0626
O 2.0708 -0.1271 0.3162
Cr 3.2862 1.2431 -0.3972
H -0.7061 1.2386 0.8455
H -1.8135 -1.4428 -0.1786
F -2.6853 1.3635 -0.5548
*
```

Computed properties:
ΔE to the lowest compared entry with this formula, charge and spin, eV: 3.9750
Kohn-Sham gap (alpha / beta), eV: 4.34 / 4.72

# 11
C3H2CsFLiO3 as an isolated structure. Source: OMol25; level of theory: ωB97M-V/def2-TZVPD.

```
! wB97M-V def2-TZVPD RIJCOSX def2/J DEFGRID3
* xyz 0 2
O 0.2985 1.1076 -1.3477
C -0.7135 0.4074 -0.8521
C 1.4296 0.3174 -1.2690
O -1.8283 0.8383 -0.6517
O -0.3023 -0.8212 -0.5706
C 1.0326 -0.9109 -0.9204
Li -3.1445 0.7333 0.6634
F 0.8377 0.2984 3.1430
H 2.3510 0.7091 -1.6832
H 1.5731 -1.8265 -0.7118
Cs -1.5338 -0.8529 4.2001
*
```

Computed properties:
ΔE to the lowest compared entry with this formula, charge and spin, eV: 0.0000
Kohn-Sham gap (alpha / beta), eV: 3.82 / 7.86

# 12
A 2-piece molecular cluster, C3H2F2NO4 overall. Source: OMol25; level of theory: ωB97M-V/def2-TZVPD.

```
! wB97M-V def2-TZVPD RIJCOSX def2/J DEFGRID3
* xyz -1 1
C 2.1652 1.5351 0.4177
C 0.6340 -0.5687 -0.6092
C 1.1171 0.6638 -0.7838
N -1.7191 1.7406 -0.6298
O 3.1170 0.8935 0.7890
O 1.7262 2.6509 0.5666
O -1.8326 0.7235 0.2951
O -2.6274 2.4764 -0.5528
F -0.1007 -1.2156 -1.5776
F 1.1804 1.2896 -1.9596
H 0.5657 -1.0871 0.3698
H -1.0793 0.2630 0.2865
*
```

Computed properties:
ΔE to the lowest compared entry with this formula, charge and spin, eV: 1.5394
Kohn-Sham gap, eV: 8.44

no.,calculated total energy (eV),strongest force on any atom (eV/A)
1,-32283.0972,2.2
2,-32278.5233,2.7
3,-32197.3715,2.2
4,-31262.9898,7.0
5,-40313.2048,4.5
6,-40315.0911,4.2
7,-30035.7269,3.3
8,-30037.9271,0.9
9,-21807.2027,2.6
10,-38369.7701,4.2
11,-12754.4524,1.6
12,-18255.9382,6.6